{"formula": "C19H40CaOP2", "method": "ωB97M-V/def2-TZVPD", "elements": ["P", "P", "C", "C", "H", "H", "H", "H", "C", "H", "H", "H", "C", "H", "H", "H", "C", "H", "H", "H", "C", "H", "H", "H", "Ca", "C", "C", "C", "C", "C", "C", "C", "C", "C", "H", "H", "H", "H", "H", "H", "H", "H", "H", "H", "H", "H", "H", "H", "H", "C", "C", "C", "C", "O", "H", "H", "H", "H", "H", "H", "H", "H", "H"], "xyz": [[1.43790, -1.33821, -4.27788], [1.39482, 1.83744, -3.40616], [1.70577, 0.00088, -5.55426], [2.24615, 1.31960, -4.98200], [0.74252, 0.14965, -6.05282], [2.41649, -0.42165, -6.27715], [3.31515, 1.25643, -4.73383], [2.11022, 2.14568, -5.68957], [0.17752, 3.05279, -4.03979], [-0.32739, 3.50880, -3.17969], [-0.56755, 2.55178, -4.67441], [0.68960, 3.82920, -4.62643], [2.63180, 2.98368, -2.68284], [2.88182, 3.77649, -3.40280], [3.54085, 2.42847, -2.40610], [2.20963, 3.41917, -1.76229], [-0.02132, -2.26206, -4.87614], [-0.13725, -3.17571, -4.27875], [0.08569, -2.52739, -5.93010], [-0.93166, -1.66803, -4.73962], [2.81429, -2.45444, -4.73492], [3.77500, -1.96546, -4.52219], [2.76263, -2.70543, -5.80217], [2.75135, -3.36221, -4.12314], [1.87772, -0.27850, -1.96042], [-2.73799, 0.91327, -3.47025], [-3.30191, 0.59992, -4.63761], [-4.41110, -0.36599, -4.91543], [-4.82256, -1.32863, -3.77550], [-3.75460, -2.30060, -3.38607], [-2.74042, -2.12156, -2.53591], [-2.36263, -0.90108, -1.74831], [-3.08197, 0.41556, -2.09986], [3.04630, -2.22546, -1.06285], [-1.92270, 1.64488, -3.45472], [-2.98185, 1.14802, -5.52895], [-4.13453, -0.96782, -5.79614], [-5.31381, 0.18359, -5.22589], [-5.21209, -0.77979, -2.91348], [-5.64489, -1.93503, -4.19235], [-3.86594, -3.27882, -3.86242], [-2.09893, -2.99285, -2.34236], [-1.26545, -0.74980, -1.85715], [-2.53104, -1.08852, -0.67374], [-4.15229, 0.31785, -1.91254], [-2.71080, 1.16713, -1.38620], [4.08262, -1.90024, -0.87149], [3.06136, -3.14051, -1.66770], [2.57678, -2.44147, -0.09111], [2.56332, 1.10102, 1.88624], [1.25770, 0.93392, 1.10712], [0.53331, -0.32309, 1.59684], [0.36474, 2.15985, 1.28970], [1.55988, 0.81847, -0.25418], [2.37835, 1.23588, 2.95839], [3.11511, 1.96916, 1.51062], [3.19976, 0.21934, 1.74812], [0.28865, -0.24514, 2.66328], [-0.39885, -0.48176, 1.04166], [1.16213, -1.21093, 1.45254], [0.89148, 3.05616, 0.94007], [-0.54395, 2.05873, 0.68464], [0.08288, 2.29766, 2.33966]], "atomic_forces_ev_per_a": [[-0.2, -0.8, -1.9], [-0.4, 1.6, -1.2], [0.0, -0.3, -0.1], [-0.1, 0.3, 0.3], [0.1, 0.1, 0.0], [-0.3, 0.3, -0.1], [-0.1, -0.1, -0.2], [0.3, -0.2, -0.1], [-0.1, 0.0, -0.1], [0.0, 0.0, -0.2], [0.2, 0.2, 0.2], [-0.2, -0.1, 0.2], [0.0, 0.1, 0.1], [0.0, -0.2, 0.2], [-0.2, 0.2, 0.0], [0.2, -0.2, -0.3], [-0.1, 0.0, -0.1], [0.1, 0.2, -0.1], [0.0, -0.1, 0.0], [0.1, 0.0, 0.0], [0.0, -0.2, 0.0], [-0.2, -0.2, 0.0], [0.0, 0.0, 0.2], [0.1, 0.2, -0.2], [0.7, -0.7, 3.5], [0.0, 0.3, -0.3], [0.1, 0.3, 0.0], [-0.4, -0.3, 0.1], [-0.4, 0.0, -0.6], [0.4, -0.2, 0.3], [-0.1, -0.5, -0.1], [0.1, 0.2, 0.2], [0.4, -0.1, 0.6], [-0.1, 0.1, -0.4], [-0.4, -0.3, -0.2], [0.2, -0.2, 0.2], [0.0, 0.1, 0.2], [0.2, 0.0, 0.0], [0.0, -0.2, -0.4], [0.1, 0.3, 0.3], [0.2, 0.2, 0.2], [-0.2, 0.3, -0.1], [-0.5, 0.0, 0.1], [0.2, -0.1, -0.3], [0.2, 0.1, -0.1], [-0.2, -0.2, -0.1], [-0.1, -0.3, 0.0], [0.2, -0.1, 0.2], [0.1, -0.1, -0.2], [0.1, 0.0, 0.2], [0.2, 0.1, -0.7], [0.0, -0.2, 0.1], [-0.1, 0.2, 0.2], [-0.3, 0.1, 0.4], [0.1, 0.0, -0.1], [-0.1, 0.0, 0.0], [-0.1, 0.1, 0.0], [0.0, 0.0, -0.1], [0.1, 0.1, 0.0], [-0.1, 0.2, 0.0], [0.0, -0.1, 0.1], [0.1, -0.1, 0.1], [0.0, 0.1, -0.1]], "energy_ha": -2183.4231, "homo_energy_ev": -6.4, "orbital_gap_ha": 0.2466, "relative_energy_kcal_mol": 0.0}